Entry from OMol25: a molecular structure, C4H15N3Si2 at a distorted geometry (ωB97M-V/def2-TZVPD).

Geometry as XYZ:
```
24
Properties=species:S:1:pos:R:3
C 3.41018 -1.33490 -0.85002
C 2.64498 -1.24556 0.21526
C -3.58035 -1.03483 0.07736
C 1.19049 1.72531 -0.52489
N -2.13939 0.53760 -1.71605
N 1.63304 0.79804 2.24477
N -0.72568 -0.69262 0.67440
Si -2.07677 0.15916 0.05881
Si 1.35715 0.23090 0.65319
H 4.18990 -2.22342 -1.02730
H 3.46477 -0.49202 -1.58564
H 2.87390 -2.01711 1.06679
H -3.32178 -1.79296 -0.76668
H -3.56399 -1.46605 1.12678
H -4.56469 -0.65484 -0.09812
H 0.30622 2.20065 -0.27454
H 2.00333 2.51125 -0.29026
H 1.15812 1.36218 -1.57443
H -2.93762 1.12650 -1.75874
H -1.53104 0.83721 -2.39669
H 1.65971 0.11233 2.87524
H 1.24589 1.60780 2.65038
H -0.50190 -1.59031 0.29923
H -2.19449 1.33568 0.92117
```

Calculated values
Largest force on an atom, eV/Å: 4.61
HOMO-LUMO gap, eV: 9.6